Entry 1:
Here is 15 unconnected molecules or ions with the total composition C3H36N2O15 from the Open Molecules 2025 dataset. Energies are from ωB97M-V with the def2-TZVPD basis set.

- lowest unoccupied orbital energy (alpha / beta) (eV) = -3.23 / -9.10
- <S²> = 0.7568
- energy relative to the best compared isomer or geometry (same formula, charge and spin) (eV) = 0.000
- charge = +1
- spin multiplicity = 2
- E_HOMO (alpha / beta) (eV) = -12.52 / -12.52

Cartesian coordinates (Å):
O  1.899  -0.718  0.574
C  1.279  -0.275  1.561
N  1.440  0.908  2.122
C  2.298  2.118  1.754
N  1.808  2.698  0.513
C  0.304  -1.224  2.195
H  0.730  1.060  2.792
H  2.333  2.868  2.457
H  3.268  1.652  1.616
H  1.030  3.273  0.467
H  2.363  2.538  -0.373
H  0.952  -1.750  2.934
H  -0.525  -0.822  2.798
H  -0.099  -2.013  1.546
H  2.955  0.460  -0.471
H  4.415  0.161  -0.197
O  3.819  0.754  -0.672
H  -1.360  2.454  -0.941
H  -2.852  2.703  -0.600
O  -1.989  3.105  -0.624
H  -1.465  3.437  0.994
H  -1.854  4.383  2.144
O  -1.155  3.730  1.863
H  -3.233  -4.376  -0.465
H  -2.023  -3.314  -0.599
O  -2.931  -3.490  -0.344
H  -2.273  1.165  4.224
H  -1.808  2.243  3.284
O  -1.538  1.309  3.522
H  1.543  0.266  -3.328
H  0.539  1.092  -4.146
O  0.626  0.615  -3.356
H  -0.218  0.892  -2.088
H  0.093  1.312  -0.560
O  -0.678  1.035  -1.197
H  3.337  -1.056  -3.533
H  3.785  0.353  -3.156
O  3.177  -0.103  -3.691
H  -3.017  -1.358  0.982
H  -2.633  -2.642  1.349
O  -2.517  -1.751  1.681
H  2.066  -2.425  0.345
H  2.095  -3.831  0.730
O  1.804  -3.339  -0.005
H  -5.564  0.259  -0.918
H  -4.579  -0.805  -0.352
O  -5.471  -0.622  -0.595
H  2.336  -2.334  -1.709
H  2.479  -3.310  -2.975
O  2.920  -2.590  -2.487
H  -0.141  -1.300  -0.734
H  0.335  -2.740  -0.928
O  -0.356  -2.163  -1.157
H  -2.242  0.559  -0.535
H  -2.861  0.498  0.841
O  -3.102  0.666  -0.062

Entry 2:
Here is a single C4H6N2O molecule from the Open Molecules 2025 dataset. Energies are from ωB97M-V with the def2-TZVPD basis set.

- lowest unoccupied orbital energy (eV) = 0.41
- energy relative to the best compared isomer or geometry (same formula, charge and spin) (eV) = 5.275
- charge = 0
- E_HOMO (eV) = -8.56

Cartesian coordinates (Å):
C  -2.531  -0.158  0.518
C  -1.159  -0.039  -0.077
C  2.346  -0.207  -1.246
C  1.542  0.429  -0.431
O  3.270  -1.155  -0.912
N  0.902  1.145  0.357
N  -0.417  0.735  0.664
H  -2.672  0.303  1.513
H  -2.816  -1.213  0.572
H  -3.239  0.307  -0.178
H  2.310  -0.023  -2.312
H  3.195  -1.354  0.031
H  -0.731  1.230  1.502

Entry 3:
Here is a single C5H9N molecule from the Open Molecules 2025 dataset. Energies are from ωB97M-V with the def2-TZVPD basis set.

- lowest unoccupied orbital energy (eV) = 0.70
- structure (SMILES) = C=NC(=C)CC
- energy relative to the best compared isomer or geometry (same formula, charge and spin) (eV) = 2.758
- charge = 0
- E_HOMO (eV) = -9.12

Cartesian coordinates (Å):
C  0.025  -1.407  1.362
C  -0.127  -1.312  -0.155
C  -0.390  0.159  -0.512
C  -1.647  0.531  -0.747
C  1.592  1.268  -0.362
N  0.428  1.177  0.129
H  1.057  -1.330  1.684
H  -0.661  -0.706  1.839
H  -0.390  -2.354  1.725
H  -0.904  -1.890  -0.650
H  0.811  -1.581  -0.655
H  -2.311  -0.276  -1.037
H  -2.024  1.542  -0.727
H  2.113  2.210  -0.568
H  2.288  0.429  -0.542

Entry 4:
Here is a molecular structure, C32H55Cl2N4O4PrSi from the Open Molecules 2025 dataset. Energies are from ωB97M-V with the def2-TZVPD basis set.

- lowest unoccupied orbital energy (alpha / beta) (eV) = -0.27 / -0.27
- <S²> = 2.0020
- energy relative to the best compared isomer or geometry (same formula, charge and spin) (eV) = 1.185
- charge = 0
- spin multiplicity = 3
- E_HOMO (alpha / beta) (eV) = -6.33 / -6.33

Cartesian coordinates (Å):
C  -0.287  7.010  -1.906
C  0.531  7.131  -3.149
H  0.270  7.384  -1.032
H  -0.572  5.967  -1.731
H  -1.198  7.627  -2.000
C  1.112  8.303  -3.476
C  1.201  9.486  -2.576
H  1.463  8.490  -4.491
H  1.549  9.218  -1.568
H  0.231  9.995  -2.481
H  1.915  10.207  -2.996
Pr  -0.340  1.230  -1.291
Cl  -1.621  2.637  -3.041
C  0.371  -0.337  -4.144
O  0.605  -0.157  -2.902
N  1.308  -0.713  -4.996
C  2.691  -0.874  -4.553
C  1.038  -0.693  -6.432
H  -0.628  -0.165  -4.566
H  2.734  -1.471  -3.636
H  3.175  0.099  -4.378
H  3.216  -1.394  -5.358
H  0.003  -1.016  -6.602
H  1.732  -1.379  -6.926
H  1.167  0.315  -6.858
H  2.182  -3.534  -0.252
H  -0.199  -4.916  0.530
C  1.926  -2.971  0.657
C  -0.176  -4.144  1.314
N  0.480  -2.923  0.854
H  2.319  -1.955  0.584
C  -0.228  -1.878  0.437
O  0.289  -0.835  -0.056
H  -1.208  -3.912  1.604
H  -1.322  -1.965  0.546
H  2.375  -3.491  1.508
H  0.358  -4.553  2.178
H  1.832  2.626  4.370
H  1.752  4.565  1.241
C  2.606  2.421  3.616
C  2.593  3.959  1.605
N  2.125  2.735  2.274
H  2.851  1.351  3.659
C  1.274  1.903  1.695
O  0.773  2.109  0.545
H  3.259  3.735  0.759
H  1.012  0.996  2.266
H  3.491  3.028  3.823
H  3.155  4.525  2.353
O  0.938  4.715  -3.389
C  0.566  5.914  -4.072
C  2.706  6.655  -5.252
C  1.395  6.174  -5.323
H  3.108  6.998  -4.293
C  3.474  6.766  -6.424
H  -0.481  5.740  -4.364
C  0.807  5.934  -6.566
H  4.523  7.061  -6.348
C  2.905  6.469  -7.660
C  1.559  6.096  -7.730
H  -0.242  5.635  -6.589
H  3.507  6.542  -8.568
H  1.095  5.896  -8.692
Si  2.581  4.082  -3.278
Cl  3.054  5.446  -1.761
C  4.362  4.360  -4.031
C  2.425  3.185  -5.071
C  2.268  2.512  -2.242
H  4.498  4.237  -5.112
H  4.985  3.594  -3.552
H  4.779  5.344  -3.783
H  2.056  2.718  -1.173
H  3.068  1.758  -2.282
H  1.384  2.076  -2.759
H  2.616  3.901  -5.885
H  1.421  2.776  -5.224
H  3.164  2.376  -5.178
C  -4.433  -0.343  3.672
N  -4.189  -0.891  2.356
C  -3.723  -2.258  2.399
C  -3.479  0.001  1.444
C  -3.614  -0.514  0.035
C  -4.819  -1.173  -0.305
C  -4.927  -1.865  -1.511
C  -3.840  -1.881  -2.383
C  -2.661  -1.164  -2.055
C  -2.607  -0.417  -0.906
H  -3.504  -0.251  4.260
H  -5.116  -1.009  4.211
H  -4.888  0.647  3.573
H  -3.859  -2.756  1.434
H  -2.660  -2.337  2.690
H  -4.319  -2.792  3.153
H  -3.941  0.999  1.550
H  -2.412  0.109  1.732
H  -5.625  -1.184  0.435
H  -5.852  -2.396  -1.745
H  -3.884  -2.449  -3.315
H  -1.812  -1.203  -2.746

Entry 5:
Here is 2 unconnected molecules or ions with the total composition C8H5I2NO2 from the Open Molecules 2025 dataset. Energies are from ωB97M-V with the def2-TZVPD basis set.

- lowest unoccupied orbital energy (alpha / beta) (eV) = -1.51 / -2.11
- energy relative to the best compared isomer or geometry (same formula, charge and spin) (eV) = 4.941
- charge = 0
- E_HOMO (alpha / beta) (eV) = -9.09 / -8.09

Cartesian coordinates (Å):
C  2.960  0.176  0.137
C  2.427  -0.560  1.168
C  2.110  0.523  -0.942
C  1.102  -0.934  1.123
C  0.768  0.255  -0.879
C  0.173  -0.452  0.165
C  -1.207  -0.647  0.211
C  -2.385  0.838  -0.604
N  -3.752  0.388  -0.506
O  -4.544  1.121  0.042
O  -4.042  -0.697  -0.994
I  -2.146  -2.439  0.153
I  -2.011  2.658  0.161
H  4.015  0.479  0.306
H  3.047  -0.852  2.038
H  2.675  0.893  -1.812
H  0.645  -1.131  2.047
H  0.164  0.381  -1.813

Entry 6:
Here is 5 unconnected molecules or ions with the total composition C14H28Cl4O9 from the Open Molecules 2025 dataset. Energies are from ωB97M-V with the def2-TZVPD basis set.

- lowest unoccupied orbital energy (alpha / beta) (eV) = -3.74 / -10.09
- <S²> = 0.7561
- charge = +1
- spin multiplicity = 2
- E_HOMO (alpha / beta) (eV) = -12.04 / -12.04

Cartesian coordinates (Å):
C  -0.933  -0.364  0.273
Cl  0.734  -0.437  1.110
Cl  -1.822  -1.900  0.132
H  -1.536  0.381  0.792
H  -0.795  -0.069  -0.767
C  -6.011  0.771  -0.362
Cl  -6.496  1.166  -1.971
Cl  -4.175  0.682  -0.280
H  -6.234  1.647  0.247
H  -6.408  -0.174  0.010
C  0.228  -2.821  -2.854
C  -0.584  -1.966  -3.815
O  -1.797  -1.580  -3.205
C  -2.739  -2.494  -2.894
O  -2.629  -3.720  -3.050
O  -3.694  -1.858  -2.283
C  -4.780  -2.491  -1.722
H  0.524  -2.198  -2.010
H  1.185  -3.206  -3.203
H  -0.407  -3.615  -2.461
H  -0.718  -2.623  -4.675
H  -0.009  -1.098  -4.134
H  -4.555  -2.573  -0.658
H  -5.048  -3.507  -2.009
H  -5.739  -1.983  -1.821
C  -3.655  4.572  1.359
C  -4.084  3.947  2.698
O  -2.868  3.502  3.338
C  -2.601  2.219  3.618
O  -3.228  1.293  3.133
O  -1.425  2.152  4.153
C  -0.631  0.941  4.269
H  -3.569  3.799  0.595
H  -2.739  5.150  1.478
H  -4.257  5.360  0.906
H  -4.824  3.183  2.456
H  -4.587  4.594  3.417
H  -1.011  0.358  5.108
H  0.451  1.033  4.357
H  -0.537  0.319  3.379
C  9.172  -0.710  -0.586
C  8.569  0.282  0.349
O  7.338  -0.260  0.736
C  6.255  -0.174  -0.027
O  6.207  0.455  -1.082
O  5.191  -0.735  0.571
C  4.024  -1.030  -0.240
H  9.297  -1.643  -0.036
H  10.203  -0.355  -0.604
H  8.681  -0.746  -1.558
H  8.544  1.286  -0.073
H  9.190  0.430  1.233
H  4.341  -1.535  -1.153
H  3.660  -0.054  -0.560
H  3.328  -1.605  0.371

no.,electronic energy (eV)
1,-37379.953
2,-9268.227
3,-6818.237
4,-95219.713
5,-30154.525
6,-83477.177